Formula: HN2O5
Source: OMol25
Level of theory: wB97M-V/def2-TZVPD

The value obtained for the HOMO-LUMO gap is 9.1374 eV. The value obtained for the HOMO energy is -4.6 eV. As for the net charge: -1. Its energy relative to the best compared isomer or geometry (same formula, charge and spin) is 29.9 kcal/mol.

```
8
HN2O5 (wB97M-V/def2-TZVPD)
N 0.684 0.063 0.584
N -0.507 1.763 -1.496
O 0.677 -0.236 1.773
O -0.681 2.194 -2.592
O -1.047 0.689 -1.073
O 1.502 0.819 0.059
O 0.201 2.325 -0.667
H -0.186 -0.153 0.078
```

Need the Mulliken charges? In units of e they are: number 1, N, carries 0.67; number 2, N, carries 1.15; number 3, O, carries -0.58; number 4, O, carries -0.68; number 5, O, carries -0.79; number 6, O, carries -0.46; number 7, O, carries -0.65; number 8, H, carries 0.33